(1)
Below is an isolated ion of composition C4H8NO and charge +1 in a non-equilibrium geometry, with properties calculated with ωB97M-V with the def2-TZVPD basis set.

LUMO level in hartree: -0.1364
Charge: +1
2S+1: 1
Energy above the lowest of the compared OMol25 structures with the same formula, charge and spin in kJ/mol: 363.8
Orbital gap in eV: 11.011
Maximum force in eV/A: 4.13
E in Ha: -286.803924

Each atom is followed by the atoms it is bonded to, with distances in Å.
Positions of all 14 atoms, in Å:
1 C 1.499 0.054 -0.040  C2 1.680, C3 1.510, N5 1.226
2 C 0.302 -1.101 -0.272  C1 1.680, O6 1.500, H7 1.146, H8 1.108
3 C 0.398 1.047 0.244  C1 1.510, O6 1.495, H9 1.074, H10 1.197
4 C -1.919 -0.115 0.082  O6 1.444, H11 1.108, H12 1.058, H13 1.077
5 N 2.710 -0.109 0.066  C1 1.226, H14 1.101
6 O -0.530 -0.102 0.476  C2 1.500, C3 1.495, C4 1.444
7 H -0.235 -1.294 -1.266  C2 1.146
8 H 0.620 -1.987 0.312  C2 1.108
9 H 0.434 1.826 0.983  C3 1.074
10 H 0.217 1.420 -0.878  C3 1.197
11 H -2.067 -0.744 -0.817  C4 1.108
12 H -2.405 -0.558 0.910  C4 1.058
13 H -2.337 0.869 -0.053  C4 1.077
14 H 3.312 0.794 0.254  N5 1.101



(2)
Below is a 2-piece molecular cluster, C4H8NO overall in a non-equilibrium geometry, with properties calculated with ωB97M-V with the def2-TZVPD basis set.

LUMO level (alpha / beta) in hartree: -0.1592 / -0.1592
Charge: +1
2S+1: 1
Energy above the lowest of the compared OMol25 structures with the same formula, charge and spin in kJ/mol: 440.6
Orbital gap (alpha / beta) in eV: 9.013 / 9.012
Maximum force in eV/A: 9.28
E in Ha: -286.774658

Each atom is followed by the atoms it is bonded to, with distances in Å.
Positions of all 14 atoms, in Å:
1 C 2.142 0.767 0.198  O6 1.210, H7 1.013
2 C -1.124 0.723 -0.888  C3 1.524, C4 1.456, H8 0.979, H9 1.017
3 C -1.258 0.530 0.618  C2 1.524, C4 1.448, H10 1.093, H11 1.195
4 C -0.098 0.052 -0.103  C2 1.456, C3 1.448, N5 1.481
5 N 0.224 -1.390 0.005  C4 1.481, H12 0.971, H13 1.022, H14 1.031
6 O 2.735 -0.269 -0.001  C1 1.210
7 H 2.284 1.711 0.534  C1 1.013
8 H -1.764 0.218 -1.430  C2 0.979
9 H -0.943 1.646 -1.273  C2 1.017
10 H -1.110 1.418 1.238  C3 1.093
11 H -2.017 -0.331 0.951  C3 1.195
12 H 0.908 -1.546 -0.666  N5 0.971
13 H -0.609 -1.970 -0.121  N5 1.022
14 H 0.627 -1.559 0.938  N5 1.031



(3)
Below is a 2-piece molecular cluster, C4H8NO overall in a non-equilibrium geometry, with properties calculated with ωB97M-V with the def2-TZVPD basis set.

LUMO level in hartree: -0.1921
Charge: +1
2S+1: 1
Energy above the lowest of the compared OMol25 structures with the same formula, charge and spin in kJ/mol: 299.7
Orbital gap in eV: 8.683
Maximum force in eV/A: 3.80
E in Ha: -286.828330

Each atom is followed by the atoms it is bonded to, with distances in Å.
Positions of all 14 atoms, in Å:
1 C -2.117 0.032 0.033  C2 1.287, C3 1.388
2 C -3.016 -0.721 -0.498  C1 1.287, H7 1.023, H8 1.096
3 C -1.352 0.984 0.693  C1 1.388, H9 1.123, H10 1.175, H14 1.180
4 C 2.295 -0.584 0.077  N5 1.336, O6 1.225, H11 1.054
5 N 3.351 0.152 -0.282  C4 1.336, H12 0.954, H13 1.030
6 O 1.176 -0.099 0.188  C4 1.225
7 H -3.834 -1.017 0.039  C2 1.023
8 H -2.975 -1.197 -1.485  C2 1.096
9 H -1.774 2.024 0.676  C3 1.123
10 H -0.723 0.647 1.626  C3 1.175
11 H 2.496 -1.579 0.361  C4 1.054
12 H 4.184 -0.312 -0.296  N5 0.954
13 H 3.102 0.994 -0.821  N5 1.030
14 H -0.812 0.675 -0.310  C3 1.180